DFT (ωB97M-V/def2-TZVPD) results for a cluster of 2 separate species, C8H10F6O4 in total.

Results
Max |F| = 0.1256 Eh/bohr
Relative energy (zero: lowest compared OMol25 entry of this formula, charge and spin) = 0.955 eV
SMILES string = CCOC(=O)C(F)(F)F.CCOC(=O)C(F)(F)F
Calculated total energy = -1210.9931 a.u.

CARTESIAN COORDINATES (ANGSTROEM)
F1 1.66 4.81 -0.30
H1 1.78 0.21 -1.29
F2 -3.08 -0.16 0.78
F3 0.68 5.00 -2.17
H2 0.90 -2.36 1.71
H3 -0.60 -1.55 4.34
C1 0.77 -1.89 2.68
F4 -4.47 -1.82 0.95
H4 2.46 0.85 -3.76
H5 -0.68 -3.16 3.59
H6 0.80 0.56 -4.21
O1 2.72 2.67 -1.39
F5 -0.33 4.03 -0.58
H7 1.01 -0.83 2.61
C2 -3.20 -1.49 0.68
C3 1.05 0.49 -2.05
O2 0.64 1.84 -1.85
H8 1.67 -0.81 -3.68
C4 1.57 0.26 -3.50
C5 0.85 4.16 -1.13
H9 1.51 -2.35 3.34
F6 -3.00 -1.83 -0.60
C6 1.48 2.84 -1.48
O3 -2.05 -3.50 1.56
C7 -0.55 -2.09 3.40
O4 -1.59 -1.48 2.58
H10 0.20 -0.15 -1.84
C8 -2.19 -2.25 1.61

DFT (ωB97M-V/def2-TZVPD) results for a structure of composition C16H19CuN4O2S2Se2.

Results
Spin multiplicity = 2
Max |F| = 0.0799 Eh/bohr
Relative energy (zero: lowest compared OMol25 entry of this formula, charge and spin) = 0.566 eV
Total charge = -1
Calculated total energy = -8230.3184 a.u.

CARTESIAN COORDINATES (ANGSTROEM)
H1 7.28 0.07 3.21
C1 5.71 0.06 -0.28
C2 1.90 -0.10 -2.07
C3 5.41 0.15 2.17
C4 -4.39 -0.09 1.01
S1 1.42 0.99 2.35
H2 8.66 -0.60 1.28
Cu1 0.84 0.29 0.39
Se1 -1.64 -0.13 2.10
O1 -3.64 0.36 -1.36
C5 7.01 -0.40 -0.09
Se2 -2.25 2.10 1.16
H3 2.79 0.00 -1.38
N1 -1.42 0.49 -4.20
C6 -0.33 -0.01 -3.52
H4 -4.33 -1.52 -0.74
H5 -6.63 0.01 1.03
C7 -0.43 -0.18 -2.12
H6 5.36 0.32 -1.29
H7 -3.12 -1.82 1.09
N2 3.56 0.50 0.76
C8 -5.79 -0.53 1.52
H8 -6.54 -1.04 3.23
N3 0.71 -0.14 -1.45
H9 -3.68 -1.14 2.73
C9 3.02 0.51 1.97
H10 -5.49 -0.24 -0.82
H11 2.96 -0.14 -3.89
H12 -1.36 -0.29 -1.59
H13 -1.50 0.24 -5.16
H14 -4.46 1.74 2.21
O2 -5.83 -0.42 2.95
C10 -4.15 1.48 1.18
C11 -4.44 -0.43 -0.52
H15 -2.30 0.53 -3.69
C12 -3.32 -0.98 1.74
S2 4.18 0.30 3.39
N4 0.84 -0.09 -4.16
H16 -2.87 0.57 -0.80
C13 7.56 -0.43 1.20
C14 1.94 -0.10 -3.45
C15 4.91 0.30 0.85
H17 -4.73 2.05 0.49
C16 6.81 -0.03 2.28
H18 -5.86 -1.54 1.27
H19 7.62 -0.62 -0.95

DFT (ωB97M-V/def2-TZVPD) results for a structure of composition C13H7Cl3KO2S.

Results
Max |F| = 0.0047 Eh/bohr
Total charge = -1
Calculated total energy = -3028.9227 a.u.

CARTESIAN COORDINATES (ANGSTROEM)
Cl1 -0.57 -5.53 3.57
O1 0.81 -0.55 -2.39
C1 -3.03 -5.32 2.58
C2 -4.08 -4.71 1.91
C3 5.55 0.06 -2.93
C4 1.93 -0.64 -2.87
K1 0.50 -0.36 0.21
Cl2 -2.54 -1.22 0.84
Cl3 6.94 -0.40 -3.90
H1 2.05 -1.25 -3.79
C5 4.31 -0.43 -3.20
H2 -5.03 -5.22 1.80
C6 -1.55 -3.38 2.20
C7 3.32 0.84 -1.32
C8 -3.89 -3.45 1.39
H3 4.79 2.02 -0.26
C9 -2.66 -2.82 1.54
S1 -0.03 -2.59 2.39
C10 3.18 -0.06 -2.43
C11 -1.82 -4.67 2.72
H4 4.17 -1.11 -4.03
H5 6.72 1.34 -1.65
O2 2.38 1.21 -0.57
H6 -3.15 -6.31 3.01
H7 -4.68 -2.94 0.86
C12 5.73 0.96 -1.86
C13 4.67 1.33 -1.09

DFT (ωB97M-V/def2-TZVPD) results for a structure of composition C20H14N4O2S3.

Results
Max |F| = 0.3559 Eh/bohr
Calculated total energy = -2334.0280 a.u.

CARTESIAN COORDINATES (ANGSTROEM)
H1 -1.27 0.33 -1.70
C1 -0.21 0.16 0.21
H2 1.05 -3.16 -2.04
H3 -1.36 1.80 2.89
C2 6.39 -4.16 -1.43
C3 -2.39 1.17 -0.10
H4 -8.34 5.17 1.78
C4 -5.55 3.58 1.59
C5 3.11 -3.91 -1.68
H5 4.24 -0.44 -1.84
H6 7.42 -6.17 -1.27
O1 0.32 -0.68 -2.85
H7 8.39 -5.06 -2.26
C6 4.90 -2.42 -1.68
H8 1.51 -0.67 0.41
C7 -5.15 3.88 2.81
C8 -2.50 1.85 1.07
C9 -1.36 1.37 1.95
C10 7.68 -5.07 -1.35
H9 -6.96 3.79 0.16
H10 2.64 -5.23 -2.00
H11 0.61 0.39 2.04
C11 4.02 -1.31 -1.73
O2 2.26 1.01 -1.90
N1 -4.52 2.98 0.69
C12 -3.59 2.32 1.60
S1 -3.49 3.24 3.27
C13 2.18 -3.06 -1.80
S2 6.55 -2.44 -1.40
H12 8.36 -4.86 -0.44
N2 -5.90 4.50 3.82
C14 -6.98 4.86 3.32
C15 -7.55 4.79 1.85
C16 -0.15 0.83 1.45
N3 0.93 -0.34 -0.31
H13 -3.39 1.43 -0.95
C17 -6.63 4.03 1.29
C18 4.34 -3.76 -1.64
H14 -7.65 5.57 3.97
S3 1.54 -0.32 -2.03
N4 5.19 -4.65 -1.64
C19 2.66 -1.87 -1.68
C20 -1.32 0.53 -0.47

DFT (ωB97M-V/def2-TZVPD) results for a cluster of 3 separate species, C22H35Cl2N4O in total.

Results
Max |F| = 0.0933 Eh/bohr
Relative energy (zero: lowest compared OMol25 entry of this formula, charge and spin) = 0.000 eV
Total charge = +1
Calculated total energy = -2073.5712 a.u.

CARTESIAN COORDINATES (ANGSTROEM)
H1 -0.62 4.65 -2.41
H2 -3.37 2.90 4.33
H3 -1.81 -4.92 0.84
N1 0.19 -1.00 0.90
H4 1.44 -1.32 -1.94
C1 -2.57 -0.13 0.58
C2 3.32 4.29 -3.55
C3 -1.75 1.61 -1.24
Cl1 -3.08 1.42 -2.44
N2 1.63 1.39 -2.68
H5 1.07 -3.79 1.31
H6 -1.41 -3.39 -0.09
C4 -2.12 -1.24 1.54
H7 3.17 -1.67 -2.31
H8 -1.21 -2.85 3.24
C5 2.28 2.32 -2.49
C6 -3.43 0.58 5.75
H9 -1.01 -5.87 -1.05
C7 -2.58 1.78 6.00
C8 -2.40 2.56 4.70
H10 -2.30 0.86 3.32
C9 2.39 -1.72 -1.50
C10 -0.23 -5.14 -0.68
H11 -3.63 0.18 0.48
H12 2.30 -4.88 -2.10
H13 -3.06 2.40 6.75
N3 -0.80 -1.54 1.56
H14 -0.01 -4.81 2.33
H15 -0.43 -3.33 -2.03
H16 -1.81 3.45 4.90
H17 4.09 3.20 -1.84
H18 0.70 0.42 -0.57
H19 -1.58 2.34 2.71
C11 3.12 3.52 -2.25
N4 -4.07 -0.35 5.55
H20 -0.74 1.40 3.95
H21 5.00 3.13 -4.29
C12 -0.98 -4.28 0.45
C13 0.18 -4.27 -1.94
O1 2.17 -3.04 -1.00
H22 3.43 2.60 -4.92
H23 -1.27 3.26 -3.35
H24 1.87 -3.40 -3.01
H25 3.91 5.19 -3.35
C14 -1.50 0.50 -0.23
C15 -0.12 -0.03 0.03
H26 -0.06 -4.86 -2.87
C16 -1.72 1.74 3.61
C17 -0.99 2.74 -1.27
C18 -1.35 3.81 -2.37
H27 2.64 4.15 -1.50
C19 1.71 -3.93 -2.02
H28 2.76 -1.10 -0.63
H29 4.16 4.07 -5.53
H30 0.48 -2.28 3.05
C20 -0.42 -2.66 2.49
H31 -2.39 4.16 -2.14
C21 4.02 3.47 -4.63
C22 0.00 -3.92 1.63
H32 -2.89 -1.77 2.15
H33 2.35 4.63 -3.93
H34 0.61 -5.75 -0.26
H35 -1.62 1.45 6.39
Cl2 0.34 3.06 -0.12

DFT (ωB97M-V/def2-TZVPD) results for an isolated molecule of C5H7FO.

Results
Max |F| = 0.0532 Eh/bohr
Relative energy (zero: lowest compared OMol25 entry of this formula, charge and spin) = 5.926 eV
Calculated total energy = -369.5812 a.u.

CARTESIAN COORDINATES (ANGSTROEM)
H1 0.91 1.79 -0.83
H2 2.78 -0.11 -1.29
H3 -0.09 -1.61 0.39
H4 0.13 1.62 1.35
C1 -1.01 -0.15 -0.98
C2 0.15 0.63 0.90
H5 -1.88 -1.76 0.27
C3 -1.00 -1.23 -0.01
O1 -1.19 0.16 0.47
C4 2.04 0.05 -0.47
F1 2.36 -0.91 0.48
H6 -1.91 -0.10 -1.56
C5 1.00 0.86 -0.32
H7 0.53 -0.10 1.60

DFT (ωB97M-V/def2-TZVPD) results for a cluster of 6 separate species, CH14O5S in total.

Results
Max |F| = 0.0298 Eh/bohr
Relative energy (zero: lowest compared OMol25 entry of this formula, charge and spin) = 0.365 eV
SMILES string = CS.O.O.O.O.O
Calculated total energy = -820.8698 a.u.

CARTESIAN COORDINATES (ANGSTROEM)
H1 -1.85 2.76 1.14
H2 -0.27 -1.26 2.27
S1 0.45 0.99 2.11
O1 -0.79 -1.49 -1.89
H3 -0.75 1.71 -1.21
H4 0.63 -1.69 -0.26
O2 0.03 1.16 -1.19
O3 -2.14 2.75 0.22
C1 -0.48 -0.39 2.88
H5 2.15 -1.65 -0.28
H6 1.58 0.42 1.69
H7 -0.33 -0.57 3.94
O4 2.13 -0.36 -2.29
O5 1.40 -1.69 0.32
H8 -1.28 -2.31 -1.83
H9 1.66 0.40 -1.91
H10 -1.49 -0.10 2.59
H11 -0.35 0.27 -1.25
H12 2.90 0.01 -2.76
H13 -0.10 -1.53 -2.57
H14 -3.08 2.57 0.28

DFT (ωB97M-V/def2-TZVPD) results for a cluster of 2 separate species, CH5N3O3S in total.

Results
Max |F| = 0.0649 Eh/bohr
Relative energy (zero: lowest compared OMol25 entry of this formula, charge and spin) = 2.978 eV
SMILES string = NS(N)(=O)=O.C#[N+][O-]
Calculated total energy = -829.1448 a.u.

CARTESIAN COORDINATES (ANGSTROEM)
S1 0.51 -1.00 -0.67
O1 -0.20 -2.23 -0.77
N1 -1.85 1.93 1.60
H1 -2.47 1.69 -0.53
N2 0.54 -0.50 0.98
H2 -0.42 -0.26 1.17
C1 -2.10 2.01 0.48
H3 0.95 0.43 0.86
O2 -1.50 1.82 2.71
N3 2.14 -1.08 -1.22
H4 2.33 -2.09 -1.12
H5 2.04 -0.90 -2.19
O3 0.02 0.20 -1.31

DFT (ωB97M-V/def2-TZVPD) results for a structure of composition Cl2FO8Sr.

Results
Max |F| = 0.2281 Eh/bohr
Relative energy (zero: lowest compared OMol25 entry of this formula, charge and spin) = 5.207 eV
Total charge = -1
Calculated total energy = -1652.2478 a.u.

CARTESIAN COORDINATES (ANGSTROEM)
O1 1.97 -2.80 -0.37
Cl1 1.07 -2.57 0.84
O2 1.41 -2.96 2.18
O3 -1.03 3.69 -0.41
F1 -0.68 0.04 2.35
Sr1 -0.76 0.07 0.36
O4 0.22 -3.59 0.52
O5 -0.04 -1.53 0.79
O6 0.82 2.62 -1.52
Cl2 -0.63 2.69 -1.32
O7 -1.05 1.48 -0.83
O8 -1.30 2.86 -2.58

DFT (ωB97M-V/def2-TZVPD) results for a cluster of 3 separate species, C15H21O10 in total.

Results
Max |F| = 0.0250 Eh/bohr
Total charge = -1
Calculated total energy = -1336.6616 a.u.

CARTESIAN COORDINATES (ANGSTROEM)
C1 -5.33 -0.59 1.86
C2 4.20 1.34 -0.62
O1 -4.90 -0.80 0.50
C3 1.74 1.16 1.97
O2 -5.29 0.11 -1.50
O3 2.45 1.93 1.09
O4 1.41 0.00 1.39
H1 1.51 0.33 -0.64
C4 -2.18 -1.66 -2.98
C5 6.23 -0.56 1.36
O5 1.47 1.47 3.08
O6 3.03 -1.51 -1.49
C6 6.21 0.69 0.48
H2 5.88 -0.32 2.36
H3 4.45 2.40 -0.49
C7 3.26 0.88 0.46
H4 -2.12 -2.70 -3.30
H5 3.72 1.21 -1.58
O7 0.26 0.74 -2.74
H6 3.77 0.43 1.31
H7 -6.17 -1.26 2.06
H8 -4.51 -0.83 2.53
O8 2.90 -2.30 0.65
H9 -0.88 -0.05 -0.41
H10 -6.07 2.14 0.15
C8 -1.49 -0.13 -1.31
H11 -6.47 1.09 2.70
H12 -3.08 -1.21 -3.41
C9 -5.74 0.88 1.92
H13 5.55 -1.31 0.96
C10 -0.63 -0.03 -2.55
C11 2.74 -1.46 -0.26
C12 -5.44 0.13 -0.32
H14 -7.31 0.88 0.39
H15 7.24 -0.97 1.42
C13 -6.25 1.12 0.50
O9 5.36 0.54 -0.64
C14 2.15 -0.10 0.13
H16 -3.11 -1.60 -0.99
C15 -2.14 -1.51 -1.46
H17 7.22 0.88 0.10
O10 -1.03 -0.95 -3.47
H18 -4.86 1.50 2.11
H19 5.94 1.58 1.05
H20 -1.48 -2.27 -1.03
H21 -2.23 0.67 -1.33

DFT (ωB97M-V/def2-TZVPD) results for a structure of composition C49H40AlF3NO3PSSb.

Results
Max |F| = 0.0028 Eh/bohr
Relative energy (zero: lowest compared OMol25 entry of this formula, charge and spin) = 0.000 eV
Total charge = +1
Calculated total energy = -3693.5213 a.u.

CARTESIAN COORDINATES (ANGSTROEM)
C1 -4.70 1.86 -1.12
C2 3.71 0.42 -0.88
C3 -4.24 -2.89 -2.71
C4 -2.57 -2.03 -0.68
H1 0.69 3.56 2.59
H2 -3.06 -1.65 -4.00
H3 -4.34 2.56 2.64
H4 6.10 -1.97 -1.29
C5 0.64 -2.41 -3.85
H5 3.55 0.51 3.75
H6 -5.25 -4.03 -1.20
N1 0.54 0.17 2.17
Sb1 1.65 0.89 -1.13
S1 -1.77 2.25 1.75
H7 2.42 3.80 2.39
H8 0.05 3.58 -1.11
C6 -2.37 -1.57 -1.98
Al1 -0.57 0.80 0.59
H9 -0.72 -3.89 -0.85
C7 1.00 5.03 -2.36
H10 2.00 2.36 4.34
C8 5.85 1.16 -0.01
C9 -4.45 2.35 1.58
H11 -0.16 1.45 3.70
H12 -6.58 2.47 1.61
F1 -0.63 -2.48 -5.81
C10 6.38 -0.06 -0.38
C11 2.41 -3.94 0.47
C12 1.31 -4.32 -0.29
C13 -5.84 2.04 -0.36
H13 0.75 -3.49 -3.89
C14 2.92 3.06 -2.86
F2 7.68 -0.30 -0.13
C15 -2.29 1.72 -1.52
F3 2.19 6.46 -3.78
C16 -0.08 -1.76 -4.83
C17 3.25 1.24 3.00
C18 1.13 -2.11 1.36
C19 -3.95 -1.22 3.81
C20 0.13 -3.60 -0.24
C21 -3.21 -2.01 -2.99
C22 1.85 2.80 -2.00
C23 2.31 -2.84 1.31
C24 1.03 -1.01 2.35
C25 0.03 -2.48 0.57
H14 -4.77 1.69 -2.19
H15 -4.90 -3.22 -3.51
C26 0.89 3.78 -1.76
C27 -5.71 2.30 1.00
H16 1.38 -5.20 -0.93
H17 3.15 -2.55 1.93
O1 -1.14 1.27 -1.03
C28 -2.24 -1.81 2.22
H18 3.67 2.31 -3.06
H19 -0.94 -3.43 2.80
P1 -1.47 -1.46 0.63
C29 -3.29 2.15 0.82
C30 -3.33 -1.02 2.59
H20 0.27 5.80 -2.19
O2 1.46 -1.30 3.56
H21 -1.58 -0.87 -2.20
C31 1.63 3.05 2.36
H22 1.57 2.69 1.33
H23 3.71 -1.55 -1.76
H24 3.86 4.54 -4.13
C32 -3.43 1.91 -0.56
C33 0.76 0.93 3.44
H25 -6.82 2.00 -0.81
C34 -3.48 -2.20 4.68
C35 4.29 -0.79 -1.25
H26 -3.96 -2.36 5.63
C36 1.92 1.92 3.34
H27 -0.84 0.08 -5.60
O3 -2.42 1.93 -2.70
C37 -1.78 -2.80 3.08
C38 3.04 4.30 -3.46
H28 1.72 -2.18 -2.03
C39 5.63 -1.04 -1.00
C40 -4.44 -3.35 -1.42
H29 -3.69 -0.24 1.93
C41 1.03 -0.21 4.42
H30 6.48 1.90 0.45
C42 1.19 -1.66 -2.82
H31 3.20 0.73 2.04
H32 -2.03 -3.76 4.98
C43 1.04 -0.28 -2.79
C44 4.51 1.39 -0.27
C45 -2.39 -2.99 4.31
H33 0.13 1.42 -3.76
H34 0.14 -0.56 4.94
H35 4.09 2.35 0.01
H36 3.33 -4.50 0.42
C46 2.07 5.26 -3.20
C47 0.30 0.35 -3.79
H37 -3.77 -3.27 0.62
C48 -0.26 -0.39 -4.82
C49 -3.61 -2.92 -0.39
H38 -4.79 -0.61 4.10
H39 1.83 -0.01 5.13
H40 4.04 1.98 2.93

DFT (ωB97M-V/def2-TZVPD) results for an isolated molecule of C6H10O.

Results
Max |F| = 0.0093 Eh/bohr
Relative energy (zero: lowest compared OMol25 entry of this formula, charge and spin) = 3.261 eV
Calculated total energy = -309.7225 a.u.

CARTESIAN COORDINATES (ANGSTROEM)
H1 -0.21 1.53 -1.96
C1 1.46 0.51 -0.82
C2 -0.15 1.45 0.31
H2 2.16 1.20 -1.30
H3 1.14 -0.06 1.29
C3 -1.08 -0.20 -1.02
H4 -1.69 -1.76 1.28
C4 -1.52 -2.09 0.25
C5 -0.01 0.84 -1.13
C6 1.22 0.84 0.67
H5 1.77 -0.52 -1.05
O1 -0.57 -1.21 -0.34
H6 -0.19 2.54 0.33
H7 -1.10 -3.09 0.26
H8 -1.02 1.07 0.86
H9 1.94 1.52 1.13
H10 -2.46 -2.04 -0.30

Copy entry 1 word for word.
DFT (ωB97M-V/def2-TZVPD) results for a cluster of 2 separate species, C8H10F6O4 in total.

Results
Max |F| = 0.1256 Eh/bohr
Relative energy (zero: lowest compared OMol25 entry of this formula, charge and spin) = 0.955 eV
SMILES string = CCOC(=O)C(F)(F)F.CCOC(=O)C(F)(F)F
Calculated total energy = -1210.9931 a.u.

CARTESIAN COORDINATES (ANGSTROEM)
F1 1.66 4.81 -0.30
H1 1.78 0.21 -1.29
F2 -3.08 -0.16 0.78
F3 0.68 5.00 -2.17
H2 0.90 -2.36 1.71
H3 -0.60 -1.55 4.34
C1 0.77 -1.89 2.68
F4 -4.47 -1.82 0.95
H4 2.46 0.85 -3.76
H5 -0.68 -3.16 3.59
H6 0.80 0.56 -4.21
O1 2.72 2.67 -1.39
F5 -0.33 4.03 -0.58
H7 1.01 -0.83 2.61
C2 -3.20 -1.49 0.68
C3 1.05 0.49 -2.05
O2 0.64 1.84 -1.85
H8 1.67 -0.81 -3.68
C4 1.57 0.26 -3.50
C5 0.85 4.16 -1.13
H9 1.51 -2.35 3.34
F6 -3.00 -1.83 -0.60
C6 1.48 2.84 -1.48
O3 -2.05 -3.50 1.56
C7 -0.55 -2.09 3.40
O4 -1.59 -1.48 2.58
H10 0.20 -0.15 -1.84
C8 -2.19 -2.25 1.61

Question: Which of these has the highest max |F|?
Answer: C20H14N4O2S3